Here is 9 unconnected molecules or ions with the total composition C33H69O27P in a non-equilibrium geometry from the OMol25 dataset. Energies are from ωB97M-V with the def2-TZVPD basis set.

charge = 0
SMILES = CC[C@@H](C)[PH](O)(COC)C[C@H]1CO1.COC(=O)OC.COC(=O)OC.COC(=O)OC.COC(=O)OC.COC(=O)OC.COC(=O)OC.COC(=O)OC.COC(=O)OC
largest force on an atom = 6.02 eV/Å
HOMO energy = -0.325 Eh
LUMO level = 0.3091 eV

Geometry as XYZ:
```
130
Properties=species:S:1:pos:R:3:forces:R:3:lowdin_charge:R:1
C -6.42294 0.59269 5.02202 -0.473 -0.614 -0.937 -0.14
C -5.58591 1.22351 3.75147 -0.815 0.984 0.480 -0.27
C -6.27579 0.72453 2.35584 0.481 2.562 0.174 -0.42
C -5.81914 1.84708 1.20251 -0.318 0.391 0.742 -0.13
P -5.86784 -1.04024 1.78678 -0.538 0.028 -0.257 0.79
O -4.76106 -1.36596 3.08676 -1.100 -1.848 0.472 -0.37
C -7.18294 -0.93915 0.35140 -1.793 1.802 -0.641 -0.37
O -7.97654 -2.17805 0.29624 -0.536 0.938 0.768 -0.32
C -9.20624 -2.09525 1.09707 -1.395 0.224 0.192 -0.15
C -4.52838 -1.22428 0.42773 3.587 -1.159 1.092 -0.19
C -3.13073 -2.08082 1.12894 2.941 1.943 -1.149 -0.19
C -1.63606 -1.78860 0.29520 0.275 2.733 5.354 -0.03
O -2.03147 -1.17083 1.76713 -3.892 -3.353 -2.009 -0.27
H -7.16136 -0.22642 4.57017 1.525 1.640 1.069 0.07
H -5.76655 0.03119 5.81111 -1.251 1.407 -1.417 0.08
H -7.11000 1.43597 5.45927 1.492 -1.762 -0.480 0.08
H -5.77878 2.40192 3.80260 0.458 -2.481 -0.233 0.11
H -4.42473 1.10214 3.81851 -2.343 -0.179 -0.275 0.11
H -7.44999 0.89265 2.48757 2.514 -0.771 -0.320 0.13
H -6.15702 2.89214 1.66670 0.930 -2.208 -1.127 0.09
H -4.63491 1.85081 1.05945 -2.707 0.015 0.222 0.09
H -6.40116 1.73350 0.19529 1.325 0.036 1.795 0.07
H -6.68586 -2.14642 2.30439 0.440 0.573 -0.492 0.07
H -5.04330 -2.24149 3.52477 0.731 2.134 -0.978 0.09
H -7.95200 -0.05232 0.56399 1.540 -1.700 -0.502 0.09
H -6.66806 -0.65173 -0.67957 -1.380 -1.075 1.869 0.10
H -10.05895 -1.47228 0.54040 1.953 -1.120 0.957 0.11
H -9.06196 -1.57056 2.14674 -0.025 -1.155 -2.040 0.09
H -9.68328 -3.17286 1.25882 1.474 2.224 -0.387 0.11
H -4.06104 -0.16456 0.16933 -1.224 -2.281 0.317 0.10
H -4.85258 -1.84381 -0.50883 0.523 1.382 1.848 0.10
H -3.32613 -3.23338 1.58487 0.864 3.539 -1.249 0.16
H -0.63155 -2.20853 0.76014 -2.237 -0.279 -1.952 0.10
H -1.40138 -0.68632 -0.03530 -0.943 -2.599 -0.922 0.10
C 2.22722 -1.12757 -1.96602 0.302 0.301 0.293 -0.05
O 1.36535 -2.01468 -2.67630 -0.136 0.051 -1.112 -0.01
C 1.33529 -1.80946 -4.01724 0.023 0.062 -0.152 -0.54
O 1.96485 -0.95914 -4.62686 -0.986 -1.178 0.947 0.09
O 0.48357 -2.71412 -4.56250 0.723 0.734 0.710 0.00
C 0.35110 -2.61589 -5.97914 -0.063 0.009 -0.604 -0.05
H 2.17301 -1.38191 -0.90385 -0.182 -0.168 -0.298 0.09
H 3.26377 -1.24931 -2.29667 -0.210 0.135 -0.051 0.10
H 1.89952 -0.09031 -2.08873 0.151 -0.168 -0.116 0.10
H 1.31268 -2.79712 -6.47023 -0.147 0.210 0.093 0.10
H -0.05156 -1.63802 -6.26240 0.238 -0.125 0.045 0.10
H -0.35291 -3.38567 -6.30701 0.123 0.080 0.370 0.10
C 6.82465 -1.82631 -9.24010 0.050 -0.257 -0.424 -0.05
O 6.77072 -1.09897 -8.01439 -0.816 0.343 0.400 -0.01
C 5.52136 -0.72051 -7.64428 -0.481 0.009 -0.065 -0.56
O 4.49124 -0.94911 -8.25879 1.505 0.296 0.845 0.11
O 5.61650 -0.04373 -6.47207 0.361 -0.569 -1.093 -0.02
C 4.36898 0.41881 -5.95847 -0.640 0.035 0.214 -0.05
H 7.87032 -2.07749 -9.43836 -0.146 0.196 0.303 0.09
H 6.25574 -2.75835 -9.16120 -0.035 0.258 -0.072 0.10
H 6.45461 -1.21420 -10.06880 -0.093 -0.175 0.182 0.10
H 3.70188 -0.42350 -5.74838 0.189 0.350 -0.227 0.07
H 3.90061 1.12069 -6.65603 0.025 -0.224 0.051 0.11
H 4.56404 0.94528 -5.02013 0.241 -0.162 -0.209 0.09
C 6.80655 3.38925 -4.82997 0.405 -0.361 -0.073 -0.04
O 5.81584 4.41378 -4.88607 -0.283 0.655 0.857 -0.01
C 5.66140 5.10503 -3.72873 0.099 0.057 0.251 -0.55
O 6.28226 4.91881 -2.69389 -0.882 0.254 -1.439 0.10
O 4.69664 6.03938 -3.92207 0.795 -0.894 -0.086 -0.01
C 4.42527 6.84806 -2.77907 -0.112 0.365 0.468 -0.04
H 6.84507 2.90238 -5.80838 -0.236 0.253 0.130 0.10
H 7.79220 3.81657 -4.61907 -0.211 -0.103 0.152 0.10
H 6.54118 2.63625 -4.08102 0.130 0.195 -0.034 0.09
H 5.31575 7.41366 -2.48617 -0.143 -0.241 0.085 0.09
H 4.06474 6.23334 -1.94797 0.245 0.115 -0.093 0.10
H 3.63902 7.55917 -3.04706 0.167 -0.276 -0.221 0.10
C -1.48335 3.68155 2.69982 0.370 -0.418 0.012 -0.05
O -2.47405 4.70607 2.64372 -0.303 0.681 0.804 -0.02
C -2.62850 5.39732 3.80106 0.287 -0.123 0.421 -0.56
O -2.00763 5.21111 4.83589 -0.921 0.288 -1.522 0.11
O -3.59326 6.33168 3.60771 0.690 -0.769 -0.054 -0.01
C -3.86462 7.14035 4.75071 -0.116 0.310 0.407 -0.05
H -1.44483 3.19467 1.72140 -0.232 0.283 0.115 0.09
H -0.49770 4.10886 2.91072 -0.216 -0.095 0.128 0.10
H -1.74872 2.92855 3.44877 0.136 0.218 -0.032 0.10
H -2.97415 7.70595 5.04362 -0.122 -0.239 0.048 0.10
H -4.22516 6.52563 5.58181 0.234 0.093 -0.102 0.10
H -4.65088 7.85146 4.48273 0.162 -0.273 -0.227 0.09
C 8.16725 7.31974 -0.21240 0.061 -0.401 -0.512 -0.04
O 8.11332 8.04708 1.01331 -1.028 0.508 0.568 -0.01
C 6.86396 8.42554 1.38342 -0.161 -0.156 -0.285 -0.56
O 5.83384 8.19694 0.76891 1.377 0.343 0.852 0.10
O 6.95910 9.10232 2.55563 0.085 -0.525 -0.874 -0.01
C 5.71158 9.56486 3.06923 -0.426 0.171 0.206 -0.05
H 9.21292 7.06856 -0.41066 -0.178 0.161 0.297 0.10
H 7.59834 6.38770 -0.13350 0.008 0.250 -0.125 0.09
H 7.79721 7.93185 -1.04110 -0.090 -0.158 0.179 0.09
H 5.04448 8.72256 3.27932 0.063 0.170 -0.198 0.10
H 5.24322 10.26675 2.37167 0.007 -0.261 0.054 0.10
H 5.90664 10.09133 4.00757 0.257 -0.173 -0.236 0.09
C 11.38206 2.18183 0.05856 0.473 0.155 -0.036 -0.05
O 10.05977 1.66502 0.19536 -0.832 0.468 -0.316 -0.01
C 9.08983 2.47506 -0.29879 -0.080 0.412 -0.211 -0.56
O 9.26360 3.56242 -0.82653 -0.204 -1.542 0.773 0.11
O 7.89310 1.86587 -0.10419 1.158 0.254 0.005 -0.01
C 6.77216 2.60903 -0.57879 -0.446 0.250 -0.273 -0.05
H 12.07581 1.45300 0.48675 -0.389 -0.023 -0.024 0.09
H 11.63551 2.31905 -0.99762 -0.109 0.136 0.204 0.10
H 11.48782 3.12223 0.60886 -0.068 -0.086 -0.242 0.10
H 6.84131 2.76333 -1.66048 0.081 0.195 0.336 0.07
H 6.69358 3.56665 -0.05403 0.106 -0.096 -0.277 0.10
H 5.86919 2.02823 -0.37137 0.352 -0.113 0.119 0.09
C -5.57719 -5.45148 0.04233 -0.443 0.349 0.155 -0.04
O -4.58453 -6.23885 -0.61263 0.672 -0.916 0.616 0.00
C -3.98156 -7.15476 0.18653 0.060 0.100 -0.240 -0.52
O -4.21939 -7.34146 1.36958 0.595 1.032 -2.334 0.07
O -3.06823 -7.82706 -0.55846 -0.909 0.725 0.553 0.00
C -2.35108 -8.83067 0.15743 0.313 -0.422 0.264 -0.04
H -5.99271 -4.75381 -0.69009 0.248 -0.256 -0.018 0.10
H -6.38927 -6.08493 0.41360 0.230 0.118 0.078 0.10
H -5.13352 -4.87096 0.85750 -0.111 -0.216 -0.022 0.08
H -3.03420 -9.59923 0.53332 0.108 0.209 0.062 0.10
H -1.77841 -8.38529 0.97736 -0.229 -0.095 -0.053 0.10
H -1.64917 -9.30343 -0.53504 -0.263 0.288 -0.059 0.10
C -6.27424 -12.06292 6.47725 -0.169 -0.168 0.402 -0.06
O -5.73842 -11.64910 5.22189 0.108 0.868 -0.201 -0.01
C -5.63772 -10.30408 5.07393 -0.007 0.442 0.056 -0.56
O -5.95865 -9.46557 5.90155 0.421 -1.243 -1.107 0.10
O -5.11806 -10.05347 3.84580 -0.570 -0.627 1.342 -0.01
C -4.95422 -8.66807 3.54937 0.166 0.252 -0.253 -0.05
H -6.30956 -13.15586 6.48592 0.124 0.229 -0.281 0.09
H -5.63086 -11.73277 7.29923 -0.214 0.087 -0.140 0.10
H -7.29343 -11.68458 6.60553 0.251 0.074 0.056 0.10
H -4.25806 -8.20218 4.25432 -0.246 -0.034 0.017 0.11
H -5.92069 -8.15386 3.56066 0.172 -0.055 0.166 0.10
H -4.53237 -8.58509 2.54396 -0.343 -0.668 0.945 0.05
```
Forces are in eV/Å.



Here is a molecular structure, C33H71FInN2O9 in a non-equilibrium geometry from the OMol25 dataset. Energies are from ωB97M-V with the def2-TZVPD basis set.

charge = -1
largest force on an atom = 6.65 eV/Å
HOMO energy = -0.153 Eh
LUMO level = 1.7538 eV

Geometry as XYZ:
```
117
Properties=species:S:1:pos:R:3:forces:R:3:lowdin_charge:R:1
C -3.73926 0.52052 -3.82056 -1.491 1.056 0.000 -0.16
C -4.31180 -0.16987 -2.49185 1.640 0.084 -0.415 -0.39
F -5.38313 -1.09595 -2.88164 0.096 1.019 0.124 -0.21
In -2.74360 -1.44596 -1.38723 -0.331 0.135 -0.058 0.64
C -3.85535 -3.28919 -0.68617 -0.614 -0.068 0.532 -0.30
C -3.07591 -4.21272 0.38425 -0.696 0.355 -0.437 -0.27
C -1.58454 -3.75369 0.73619 -0.280 -1.434 0.588 -0.29
N -1.50226 -2.59390 1.68824 0.860 -1.422 0.115 -0.09
C -0.04626 -2.45015 2.07708 -0.114 1.384 -0.637 -0.18
C 0.50708 -1.09728 1.40323 1.440 2.745 -0.676 -0.10
C 0.90879 -1.02515 -0.10140 0.436 3.041 2.619 -0.03
C 1.42866 0.31043 -0.68306 -0.937 -0.287 3.215 -0.06
C 1.53628 1.58277 0.19410 -0.882 -2.371 1.781 -0.07
C 1.16795 1.54864 1.69377 -0.490 -3.855 -2.497 -0.01
C 0.66274 0.17893 2.25766 0.695 0.719 -2.698 -0.19
O 0.32905 0.16747 3.66503 -0.430 0.224 -1.984 -0.07
C -1.18543 -1.99097 -2.99874 -0.423 -0.757 0.605 -0.31
C -1.03069 -3.47791 -3.28070 2.668 1.120 -2.757 -0.11
C -0.05030 -3.95143 -4.37571 -0.922 4.660 1.317 -0.07
C 0.65237 -2.74959 -5.04839 -1.991 -0.316 2.298 -0.11
C 0.35590 -1.34230 -4.56048 0.448 -0.511 -0.591 -0.18
N -0.53203 -0.85205 -3.55739 1.503 -6.074 -2.246 0.00
H -4.32558 1.51351 -3.95976 0.915 -1.351 -0.074 0.06
H -3.97368 -0.09266 -4.76721 0.606 0.654 1.575 0.06
H -2.63923 0.81270 -3.77653 -1.393 -0.759 0.053 0.05
H -4.68613 0.62349 -1.76219 -0.177 -1.089 -1.210 0.06
H -1.99877 -0.48727 -0.06621 -0.244 -0.028 -0.542 -0.07
H -4.21964 -3.86166 -1.61580 0.568 0.591 1.441 0.03
H -4.81728 -2.90035 -0.17566 1.552 -0.591 -0.966 0.02
H -3.08818 -5.28931 -0.04010 0.397 1.525 0.925 0.10
H -3.73456 -4.23715 1.34835 1.735 0.017 -1.663 0.08
H -0.91937 -3.54164 -0.16684 -1.134 -0.153 0.924 0.09
H -1.09343 -4.65023 1.29391 -0.532 0.996 -1.018 0.11
H -2.04828 -2.88475 2.51519 0.475 0.281 -0.533 0.10
H 0.03661 -2.39456 3.21433 0.154 0.020 -1.627 0.12
H 0.56763 -3.31459 1.64696 -0.718 1.046 0.806 0.11
H 0.81019 -1.98950 -0.70145 0.183 1.713 0.670 0.09
H 1.73635 0.39106 -1.77404 -0.615 -0.247 1.625 0.07
H 1.92955 2.57134 -0.24220 -0.733 -1.879 0.599 0.06
H 1.22985 2.44410 2.39901 -0.067 -1.379 -1.224 0.08
H -0.51735 0.66449 3.73006 0.786 -0.517 -0.043 0.11
H -1.63586 -4.24009 -2.68881 0.824 1.342 -0.832 0.08
H 0.13781 -5.03494 -4.66137 -0.273 1.639 0.388 0.08
H 1.38936 -2.92102 -5.90329 -1.134 0.458 1.410 0.07
H 0.95291 -0.50597 -5.09337 -0.972 -1.450 0.801 0.09
C -9.35492 -3.80603 -0.26554 -0.151 0.047 0.093 -0.10
C -8.09545 -3.17058 -0.82239 -0.045 -0.348 -0.122 -0.31
O -6.95626 -3.94315 -0.46747 -0.149 -0.181 0.318 -0.10
H -9.29469 -3.88699 0.82338 0.000 0.093 -0.056 0.07
H -10.23813 -3.21767 -0.52728 -0.016 -0.080 0.015 0.07
H -9.48072 -4.82107 -0.65453 -0.048 0.074 -0.093 0.07
H -7.96188 -2.16626 -0.41527 0.188 -0.131 -0.017 0.12
H -8.14413 -3.09724 -1.91318 -0.095 0.131 0.019 0.10
H -7.07576 -4.82758 -0.83875 0.144 0.253 -0.103 0.09
C -6.14609 -7.79640 2.00416 -0.009 -0.215 -0.013 -0.10
C -5.48229 -6.74015 2.86586 -0.259 0.247 -0.340 -0.32
O -5.10026 -5.62671 2.07040 -0.305 -0.307 0.334 -0.11
H -5.46756 -8.12825 1.21405 0.011 0.025 0.120 0.08
H -6.44011 -8.66195 2.60365 -0.047 0.003 -0.065 0.07
H -7.03517 -7.39126 1.51191 -0.023 -0.025 0.113 0.07
H -4.58321 -7.14198 3.33829 0.011 0.164 -0.075 0.11
H -6.16122 -6.39466 3.65286 -0.006 -0.197 0.147 0.11
H -5.90446 -5.27258 1.66282 0.255 0.139 -0.081 0.08
C -0.34395 5.16001 -1.20372 0.107 0.069 -0.137 -0.10
C -1.20693 5.10863 0.04186 0.094 -0.479 -0.146 -0.33
O -2.13119 4.03271 -0.04364 -0.072 0.094 0.073 -0.08
H -0.96403 5.28318 -2.09565 -0.004 0.056 0.108 0.08
H 0.36818 5.98828 -1.15132 0.031 -0.032 -0.026 0.07
H 0.21136 4.22584 -1.32792 0.050 0.082 0.080 0.06
H -1.77626 6.03459 0.15111 -0.100 -0.152 0.036 0.11
H -0.59196 4.97343 0.93797 0.114 0.198 0.004 0.10
H -1.62144 3.21425 -0.13081 -0.179 0.060 0.025 0.08
C 5.17956 3.14728 3.34324 0.160 -0.046 -0.031 -0.09
C 3.87727 3.87044 3.62114 0.061 -0.301 -0.355 -0.32
O 3.48366 4.62478 2.48007 -0.098 0.222 -0.069 -0.10
H 5.96656 3.86050 3.08784 -0.072 -0.050 0.160 0.05
H 5.49730 2.56755 4.21339 0.035 -0.008 -0.071 0.08
H 5.07232 2.47089 2.48990 -0.117 -0.081 0.124 0.08
H 3.99452 4.56034 4.46009 -0.085 0.090 -0.161 0.11
H 3.08000 3.16148 3.86644 0.080 -0.045 0.181 0.10
H 3.37369 4.00545 1.74463 -0.005 0.118 0.123 0.07
C 5.33807 3.50245 -2.39595 0.155 -0.052 0.030 -0.09
C 3.89775 3.03959 -2.49113 0.141 0.267 -0.056 -0.31
O 3.08614 3.76692 -1.57627 -0.048 0.177 0.055 -0.12
H 5.71904 3.36375 -1.38077 -0.051 -0.078 -0.081 0.08
H 5.97333 2.94711 -3.09022 0.007 0.070 0.026 0.07
H 5.41753 4.56980 -2.62354 0.006 -0.057 -0.105 0.07
H 3.81978 1.97922 -2.24208 -0.153 0.139 0.097 0.11
H 3.50600 3.18655 -3.50260 0.077 -0.154 -0.058 0.11
H 3.15293 4.70276 -1.80803 -0.081 -0.195 0.082 0.09
C 7.78078 7.70202 3.30662 0.030 0.096 -0.106 -0.09
C 6.78678 6.68709 3.83565 0.255 0.166 0.092 -0.32
O 7.45055 5.46910 4.15568 0.167 -0.217 0.074 -0.10
H 8.28489 7.31687 2.41636 -0.127 0.021 0.022 0.08
H 7.28253 8.64040 3.05172 0.078 -0.015 0.021 0.07
H 8.55756 7.90691 4.04968 -0.089 0.082 0.026 0.07
H 6.02585 6.46917 3.08315 0.063 -0.184 0.126 0.11
H 6.28668 7.06196 4.73434 -0.114 0.108 -0.099 0.11
H 8.11578 5.66791 4.82803 -0.198 -0.037 -0.103 0.08
C 10.43219 2.31454 4.29027 -0.040 -0.184 -0.016 -0.09
C 11.08118 3.37474 5.15676 -0.315 0.020 -0.306 -0.33
O 11.45701 4.49158 4.36092 0.134 0.270 0.026 -0.09
H 11.11787 1.98855 3.50392 0.018 0.012 0.136 0.08
H 10.14184 1.44665 4.88729 -0.045 0.023 -0.075 0.07
H 9.54316 2.71303 3.79273 -0.034 -0.042 0.130 0.07
H 11.98065 2.98104 5.63471 0.012 0.204 -0.081 0.11
H 10.39555 3.71529 5.93972 0.010 -0.183 0.129 0.10
H 10.65408 4.83855 3.94912 0.190 -0.108 0.021 0.07
C -5.11371 -3.50961 -6.06374 0.153 -0.019 -0.111 -0.09
C -6.59268 -3.69713 -5.79256 0.227 0.323 0.346 -0.33
O -6.85116 -3.59910 -4.39718 -0.263 -0.034 -0.012 -0.10
H -4.52776 -4.26193 -5.52957 -0.080 0.030 -0.057 0.08
H -4.89777 -3.58780 -7.13269 0.034 0.031 0.023 0.07
H -4.77835 -2.53169 -5.70720 -0.034 -0.036 -0.064 0.07
H -6.92252 -4.68306 -6.12887 -0.075 0.045 0.160 0.10
H -7.18501 -2.93817 -6.31509 0.011 -0.064 -0.205 0.10
H -6.56413 -2.71977 -4.10594 0.132 -0.193 0.113 0.06
```
Forces are in eV/Å.